[1]
Density functional theory data (wB97M-V/def2-TZVPD) for a structure of composition C35H35CoN4O2P at a distorted geometry.

Properties
DFT total energy = -3447.79595 a.u.
Orbital gap (alpha / beta) = 5.45 / 5.50 eV
Highest occupied orbital energy (alpha / beta) = -12.6 / -12.6 eV
<S²> = 0.7602
Total charge = +2
Spin multiplicity = 2
LUMO level (alpha / beta) = -7.159 / -7.117 eV

Last column: Mulliken spin population.
Atoms and positions in Å:
Co (0.1887, -0.2427, 0.2001)  1.020
C (-3.2520, -0.5601, 2.5133)  -0.014
C (-2.8299, -1.3878, 3.5423)  0.000
C (-1.5146, -1.8274, 3.5683)  0.000
C (-0.6486, -1.4253, 2.5659)  0.022
N (-1.0705, -0.6370, 1.5652)  -0.021
C (-2.3431, -0.2111, 1.5371)  -0.003
C (0.8013, -1.8745, 2.4572)  0.000
C (1.4872, -1.9395, 3.7500)  -0.019
C (2.8304, -1.7528, 3.8063)  0.005
C (3.5357, -1.3681, 2.6489)  -0.017
C (2.7844, -0.9569, 1.5694)  0.024
N (1.4629, -1.0712, 1.4940)  0.040
H (-4.2709, -0.2025, 2.4550)  -0.001
H (-3.5190, -1.6876, 4.3223)  0.000
H (-1.1702, -2.4816, 4.3586)  0.000
H (-2.6218, 0.4157, 0.6998)  -0.001
H (0.9235, -2.1972, 4.6388)  0.000
H (3.3576, -1.8575, 4.7478)  0.000
H (4.6108, -1.2592, 2.6449)  0.000
H (3.2662, -0.4566, 0.7341)  0.000
O (1.8710, 1.4929, -1.1769)  -0.004
N (1.4130, 0.1833, -1.1841)  -0.017
C (2.0249, -0.4943, -2.0689)  0.056
C (1.8193, -1.9018, -2.4311)  0.003
C (2.7073, -2.3875, -3.3908)  -0.004
C (2.5660, -3.6573, -3.9229)  -0.001
C (1.4994, -4.4504, -3.5309)  0.001
C (0.6125, -3.9843, -2.5721)  -0.004
C (0.7726, -2.7306, -1.9917)  0.008
P (-0.3466, -2.2201, -0.6563)  -0.085
C (-0.1566, -3.5615, 0.6018)  0.004
C (-0.8857, -4.7193, 0.4142)  -0.007
C (-0.8594, -5.7711, 1.3278)  0.010
C (-0.1373, -5.6497, 2.5129)  -0.003
C (0.6042, -4.5230, 2.7252)  0.011
C (0.7489, -3.4646, 1.7484)  0.000
C (-2.0266, -2.4149, -1.3056)  -0.009
C (-3.1022, -2.6866, -0.4548)  0.004
C (-4.3887, -2.7719, -0.9651)  0.000
C (-4.6125, -2.5715, -2.3217)  0.003
C (-3.5526, -2.2715, -3.1650)  -0.002
C (-2.2626, -2.1886, -2.6610)  0.001
H (1.2569, 1.9670, -0.5894)  0.006
H (2.7617, 0.0516, -2.6514)  0.002
H (3.5149, -1.7493, -3.7317)  0.000
H (3.2761, -4.0177, -4.6559)  0.000
H (1.3570, -5.4296, -3.9694)  0.000
H (-0.2197, -4.6131, -2.2798)  0.001
H (-1.5385, -4.8082, -0.4449)  0.002
H (-1.4345, -6.6679, 1.1299)  0.000
H (-0.1799, -6.4338, 3.2591)  0.000
H (1.1675, -4.4137, 3.6463)  0.001
H (1.8028, -3.4969, 1.4105)  0.005
H (-2.9351, -2.8467, 0.6049)  -0.001
H (-5.2163, -3.0014, -0.3052)  0.000
H (-5.6162, -2.6476, -2.7200)  0.000
H (-3.7292, -2.1066, -4.2201)  0.000
H (-1.4407, -1.9557, -3.3278)  -0.002
O (0.1748, 1.7331, 0.9200)  -0.015
C (0.5561, 2.4264, 1.8838)  0.000
C (1.1181, 1.8874, 3.1602)  0.000
C (0.0721, 2.2196, 4.2757)  0.001
C (-1.3635, 2.5752, 3.8058)  0.000
C (-1.6122, 3.9973, 3.2595)  0.000
C (-1.0662, 4.2090, 1.8471)  0.000
N (0.3455, 3.7628, 1.8781)  0.001
H (2.0749, 2.3696, 3.3737)  0.000
H (1.2932, 0.8171, 3.0783)  -0.001
H (0.4435, 3.0282, 4.9067)  0.000
H (-0.0013, 1.3394, 4.9153)  -0.001
H (-2.0160, 2.4401, 4.6693)  0.000
H (-1.6943, 1.8460, 3.0608)  0.001
H (-1.1425, 4.7241, 3.9311)  0.000
H (-2.6831, 4.2112, 3.2700)  0.000
H (-1.1145, 5.2504, 1.5413)  0.000
H (-1.5960, 3.6063, 1.1122)  -0.001
H (0.8468, 4.2292, 2.6238)  0.000

Atomic forces in eV per Å
-0.4 0.2 0.3
0.0 0.0 0.0
0.0 0.0 0.1
0.0 0.0 0.1
0.0 -0.3 -0.3
-0.6 -0.2 0.4
0.1 -0.1 0.1
0.5 1.9 0.6
-0.3 -0.2 -0.1
0.2 -0.1 0.0
0.0 -0.2 0.1
0.0 -0.2 -0.4
-0.1 -0.1 0.6
0.0 0.0 0.0
0.0 0.0 0.0
0.0 0.0 0.0
0.0 0.0 0.0
0.1 0.0 0.0
0.0 0.0 0.0
-0.1 0.0 0.0
0.0 0.0 0.0
-0.1 0.0 0.0
0.3 0.4 -0.3
0.0 -0.3 -0.1
-0.1 0.1 0.0
0.1 0.0 -0.1
0.0 0.0 0.0
0.0 0.0 0.0
0.0 0.0 0.0
0.0 0.1 0.1
0.3 -0.1 -0.2
0.3 0.0 -0.1
-0.4 0.1 0.1
0.0 0.0 0.0
-0.3 -0.1 0.1
0.2 0.2 0.0
-0.4 -1.8 -0.8
0.0 0.0 0.0
0.0 0.0 0.0
0.0 0.0 0.0
0.0 0.0 0.0
0.0 0.0 0.0
0.0 0.0 0.0
0.0 0.0 0.0
0.0 0.0 0.0
0.0 0.0 0.0
0.0 0.0 0.0
0.0 0.0 0.0
0.0 0.0 0.0
0.0 0.0 0.0
0.0 0.0 0.0
0.1 0.0 0.0
0.1 -0.1 -0.1
0.1 0.7 0.4
0.0 0.0 0.0
0.0 0.0 0.0
0.0 0.0 0.0
0.0 0.0 0.0
0.0 0.0 0.0
-0.1 -0.2 -0.2
0.2 0.1 -0.1
-0.1 -0.1 0.0
-0.1 0.0 -0.1
0.1 0.1 0.0
0.1 -0.1 0.0
0.1 -0.1 0.1
0.0 0.0 -0.2
0.0 0.0 0.0
0.0 0.1 0.0
0.0 0.0 0.0
0.0 0.0 0.0
0.0 0.0 0.0
-0.1 -0.1 0.0
-0.1 0.0 0.0
0.0 0.0 0.0
0.0 0.0 -0.1
0.0 0.0 0.0
0.0 0.0 0.1



[2]
Density functional theory data (wB97M-V/def2-TZVPD) for a structure of composition C35H35MoN5O6Si.

Properties
DFT total energy = -2437.72245 a.u.
Orbital gap (alpha / beta) = 6.24 / 6.47 eV
Highest occupied orbital energy (alpha / beta) = -7.3 / -7.9 eV
<S²> = 2.0222
Spin multiplicity = 3
LUMO level (alpha / beta) = -1.104 / -1.416 eV

Last column: Mulliken spin population.
Atoms and positions in Å:
Mo (0.0175, 0.9005, 1.0796)  1.890
O (1.3237, -4.5650, 1.1183)  0.000
C (0.2294, -4.4740, 0.3473)  -0.001
C (-0.2129, -5.6441, -0.2746)  0.000
C (-1.3524, -5.6358, -1.0491)  0.000
C (-2.0809, -4.4604, -1.2373)  0.000
C (-1.6331, -3.2948, -0.6554)  0.002
C (-0.4758, -3.2765, 0.1307)  0.000
C (-0.0604, -1.9991, 0.7237)  -0.002
O (-0.6396, -0.9268, 0.3424)  0.033
N (0.8703, -1.9998, 1.6657)  0.019
N (1.0361, -0.7308, 2.1170)  -0.057
C (1.8046, -0.5129, 3.1120)  0.028
C (1.8729, 0.8659, 3.5618)  0.035
C (2.5958, 1.2613, 4.6736)  -0.002
C (2.5571, 2.5912, 5.0564)  0.013
C (1.7947, 3.4768, 4.3158)  -0.004
C (1.1066, 3.0109, 3.2074)  0.032
N (1.1474, 1.7343, 2.8291)  -0.035
H (1.4650, -3.6966, 1.5569)  -0.002
H (0.3532, -6.5514, -0.1117)  0.000
H (-1.6882, -6.5577, -1.5070)  0.000
H (-2.9876, -4.4694, -1.8273)  0.000
H (-2.1711, -2.3626, -0.7805)  0.000
H (2.3420, -1.3193, 3.5965)  -0.003
H (3.1672, 0.5271, 5.2243)  0.000
H (3.1102, 2.9284, 5.9227)  0.001
H (1.7313, 4.5225, 4.5789)  0.000
H (0.5186, 3.6655, 2.5815)  0.001
O (-2.6474, -0.3528, 4.5403)  0.000
C (-3.7799, -0.5144, 3.8245)  -0.002
C (-4.8690, -1.0901, 4.4802)  0.000
C (-6.0604, -1.2864, 3.8141)  -0.001
C (-6.1947, -0.9141, 2.4783)  0.001
C (-5.1205, -0.3466, 1.8265)  -0.001
C (-3.9009, -0.1369, 2.4775)  0.001
C (-2.7686, 0.4577, 1.7359)  0.000
O (-1.6432, 0.6628, 2.3891)  0.010
N (-2.9212, 0.7585, 0.4826)  0.017
N (-1.7519, 1.3143, -0.0201)  -0.011
C (-1.8311, 1.9865, -1.1079)  0.027
C (-0.7531, 2.8275, -1.5674)  0.013
C (-0.7327, 3.3171, -2.8758)  -0.003
C (0.2168, 4.2355, -3.2673)  0.008
C (1.1433, 4.6999, -2.3315)  -0.001
C (1.1313, 4.2413, -1.0304)  0.002
C (0.1961, 3.2822, -0.6345)  0.007
O (0.1892, 2.8413, 0.6233)  0.031
H (-1.9964, 0.0627, 3.9374)  0.003
H (-4.7477, -1.3738, 5.5172)  0.000
H (-6.8960, -1.7341, 4.3375)  0.000
H (-7.1299, -1.0674, 1.9571)  0.000
H (-5.1932, -0.0488, 0.7895)  0.000
H (-2.7823, 1.9863, -1.6318)  -0.003
H (-1.4643, 2.9430, -3.5812)  0.000
H (0.2414, 4.5972, -4.2862)  0.001
H (1.8895, 5.4258, -2.6313)  0.000
H (1.8571, 4.5816, -0.3033)  0.000
C (3.7330, -0.2723, -3.6074)  0.006
Si (4.0607, 0.7579, -2.0820)  -0.003
C (4.3292, 2.5396, -2.5799)  0.004
C (5.5675, 0.1013, -1.1864)  0.008
C (2.6244, 0.6770, -0.9513)  0.173
C (1.6582, 0.7216, -0.2040)  -0.236
H (4.5872, -0.2519, -4.2882)  0.000
H (2.8629, 0.1129, -4.1442)  0.000
H (3.5369, -1.3128, -3.3404)  0.000
H (5.1802, 2.6422, -3.2576)  0.000
H (4.5107, 3.1649, -1.7031)  0.000
H (3.4389, 2.9238, -3.0824)  0.000
H (6.4542, 0.1434, -1.8235)  0.000
H (5.4148, -0.9375, -0.8860)  0.000
H (5.7685, 0.6847, -0.2855)  0.000
C (0.1390, -1.9049, -3.6085)  0.000
C (-1.0576, -0.9962, -3.5168)  0.000
C (-2.3982, -1.6054, -3.8442)  0.000
O (-0.9496, 0.1641, -3.1935)  0.000
H (0.1032, -2.5129, -4.5143)  0.000
H (0.1207, -2.5909, -2.7558)  0.000
H (1.0539, -1.3202, -3.5692)  0.002
H (-2.4558, -1.7790, -4.9218)  0.000
H (-3.2005, -0.9377, -3.5389)  0.000
H (-2.5045, -2.5744, -3.3567)  0.000

Atomic forces in eV per Å
0.3 -0.1 0.0
0.0 0.1 0.1
0.0 0.0 0.0
0.0 0.0 0.0
0.0 0.0 0.0
0.0 0.0 0.0
0.0 0.0 0.0
0.0 0.0 0.0
0.0 0.0 0.1
-0.1 -0.1 -0.1
-0.1 0.0 0.0
0.0 -0.1 0.0
0.0 0.0 0.0
0.0 0.0 0.0
0.0 0.0 0.0
0.0 0.0 0.0
0.0 0.0 0.0
0.0 0.0 0.0
0.0 0.0 0.0
0.0 0.0 -0.1
0.0 0.0 0.0
0.0 0.0 0.0
0.0 0.0 0.0
0.0 0.0 0.0
0.0 0.0 0.0
0.0 0.0 0.0
0.0 0.0 0.0
0.0 0.0 0.0
0.0 0.0 0.0
0.0 0.0 0.0
0.0 0.0 0.0
0.0 0.0 0.0
0.0 0.0 0.0
0.0 0.0 0.0
0.0 0.0 0.0
0.0 0.0 0.0
0.0 0.0 0.0
-0.1 0.0 0.0
0.0 0.0 0.0
-0.1 0.0 -0.1
0.0 0.0 0.0
0.0 0.0 0.0
0.0 0.0 0.0
0.0 0.0 0.0
0.0 0.0 0.0
0.0 0.0 0.0
0.0 -0.1 0.1
0.0 0.1 -0.1
0.0 0.0 0.0
0.0 0.0 0.0
0.0 0.0 0.0
0.0 0.0 0.0
0.0 0.0 0.0
0.0 0.0 0.0
0.0 0.0 0.0
0.0 0.0 0.0
0.0 0.0 0.0
0.0 0.0 0.0
0.0 0.0 0.0
0.0 0.0 0.0
0.0 0.0 0.0
0.0 0.0 0.0
0.0 0.0 0.0
0.0 0.1 0.0
0.0 0.0 0.0
0.0 0.0 0.0
0.0 0.0 0.0
0.0 0.0 0.0
0.0 0.0 0.0
0.0 0.0 0.0
0.0 0.0 0.0
0.0 0.0 0.0
0.0 0.0 0.0
0.0 0.0 0.1
0.0 0.0 0.0
0.0 0.0 0.0
-0.1 0.1 0.0
0.0 0.0 0.0
0.0 0.0 0.0
0.0 0.0 0.0
0.0 0.0 0.0
0.0 0.0 0.0
0.0 0.0 0.0



[3]
Density functional theory data (wB97M-V/def2-TZVPD) for a cluster of 2 separate species, C35H35N2 in total at a distorted geometry.

Properties
DFT total energy = -1463.95385 a.u.
Orbital gap = 5.60 eV
Highest occupied orbital energy = -10.0 eV
Total charge = +1
LUMO level = -4.367 eV

Last column: Löwdin charge in e.
Atoms and positions in Å:
C (1.9156, 1.1497, 4.2934)  -0.079
C (1.1651, 0.2560, 3.5145)  -0.069
C (1.6599, -0.2351, 2.2983)  -0.028
C (2.9214, 0.1983, 1.8393)  -0.219
C (3.6040, -0.3249, 0.6526)  -0.062
C (2.8848, -0.8754, -0.4677)  -0.093
N (2.9801, -0.2420, -1.6711)  -0.004
C (3.5427, 1.1071, -1.7677)  -0.122
C (3.3406, 1.4982, -3.2333)  -0.139
C (3.3035, 0.1686, -3.9973)  -0.139
C (3.0968, -0.9388, -2.9527)  -0.119
C (2.0491, -2.0872, -0.3492)  -0.135
C (2.1887, -2.9815, 0.7354)  -0.045
C (1.5856, -4.2422, 0.7134)  -0.067
C (0.6819, -4.5853, -0.2968)  -0.047
C (0.3986, -3.6406, -1.2943)  -0.051
C (1.0304, -2.3946, -1.2928)  -0.019
C (3.6128, 1.1884, 2.5748)  -0.056
C (3.1449, 1.6217, 3.8087)  -0.083
H (1.5438, 1.4920, 5.2663)  0.108
H (0.1819, -0.0772, 3.8559)  0.108
H (1.0917, -0.9675, 1.7143)  0.104
H (4.4402, 0.3209, 0.3704)  0.090
H (3.0882, 1.8151, -1.0583)  0.146
H (4.6243, 1.0634, -1.5687)  0.108
H (2.3945, 2.0369, -3.3460)  0.116
H (4.1495, 2.1523, -3.5683)  0.118
H (2.4898, 0.1609, -4.7276)  0.113
H (4.2401, -0.0054, -4.5369)  0.112
H (3.9730, -1.6202, -2.9402)  0.133
H (2.2237, -1.5626, -3.2030)  0.105
H (2.7506, -2.6760, 1.6181)  0.108
H (1.8012, -4.9556, 1.5088)  0.119
H (0.1786, -5.5601, -0.3017)  0.120
H (-0.3272, -3.8757, -2.0796)  0.117
H (0.7254, -1.6432, -2.0243)  0.117
H (4.5585, 1.5769, 2.1757)  0.123
H (3.7547, 2.3084, 4.4026)  0.112
C (5.1914, -4.5476, 0.2929)  0.000
C (5.7814, -3.3296, -0.2860)  -0.224
N (6.3810, -3.3465, -1.5015)  0.139
C (6.8979, -2.0925, -1.8086)  -0.197
C (6.6026, -1.2336, -0.7239)  -0.144
C (6.9560, 0.1133, -0.8085)  -0.055
C (7.5995, 0.5548, -1.9715)  -0.076
C (7.7902, -0.2936, -3.0778)  -0.079
C (7.4277, -1.6425, -3.0068)  -0.016
C (5.8841, -2.0272, 0.2529)  -0.136
C (5.2968, -1.4947, 1.4479)  0.009
C (6.1813, -0.9128, 2.4574)  -0.182
C (7.5396, -0.5588, 2.2303)  -0.008
C (8.2074, 0.2732, 3.1208)  -0.023
C (7.6262, 0.6383, 4.3393)  -0.262
C (8.3364, 1.6083, 5.2276)  -0.043
C (6.3967, 0.0705, 4.6947)  -0.028
C (5.6943, -0.7007, 3.7774)  -0.019
H (5.3152, -4.5435, 1.3857)  0.102
H (4.1103, -4.6041, 0.0776)  0.068
H (5.6863, -5.4417, -0.1210)  0.096
H (6.4654, -4.1697, -2.0874)  0.172
H (6.7753, 0.7629, 0.0505)  0.114
H (7.9505, 1.5822, -2.0204)  0.106
H (8.2201, 0.1036, -3.9996)  0.108
H (7.5129, -2.3456, -3.8351)  0.116
H (4.4582, -2.0570, 1.8551)  0.097
H (8.0687, -0.9347, 1.3500)  0.121
H (9.2037, 0.6524, 2.8752)  0.126
H (7.6408, 2.0822, 5.9227)  0.082
H (9.1259, 1.1267, 5.8146)  0.095
H (8.8082, 2.3842, 4.6138)  0.088
H (5.9788, 0.2641, 5.6877)  0.125
H (4.7386, -1.1526, 4.0578)  0.127

Atomic forces in eV per Å
0.1 0.0 -0.2
0.1 0.0 -0.1
0.3 0.3 0.4
-0.2 0.2 0.7
1.0 1.0 0.0
-0.1 0.4 -0.4
0.2 -1.1 2.0
0.8 0.4 -0.3
-0.3 0.1 0.2
0.1 -0.1 -0.3
-0.1 -0.7 -1.1
-0.9 -0.4 -0.1
0.3 -0.1 -0.4
-0.4 0.2 0.1
0.3 0.3 -0.2
-0.1 0.2 0.1
0.3 -0.3 0.1
-0.1 -0.3 0.0
-0.4 -0.1 0.1
0.1 -0.2 -0.5
0.3 0.1 0.0
0.1 0.5 0.4
-0.8 0.2 -0.3
0.0 -0.5 -0.1
-0.2 0.0 0.0
0.2 -0.1 0.0
-0.2 -0.1 0.0
0.2 0.0 0.1
-0.2 0.1 0.1
-0.3 0.4 0.2
0.5 0.5 0.2
0.1 -0.3 -0.4
-0.2 0.3 -0.1
0.3 0.4 0.0
0.2 0.2 0.4
0.2 -0.3 0.2
-0.4 -0.2 0.2
-0.3 -0.1 -0.2
-0.3 -0.6 0.3
0.0 1.7 0.6
0.3 0.1 -0.4
-0.7 0.1 0.1
0.0 -0.7 -0.3
0.5 0.1 -0.4
-0.4 0.0 0.4
0.0 -0.4 0.0
0.2 0.3 -0.1
0.2 -0.8 -1.3
-0.4 -1.8 0.6
-0.2 0.7 0.7
-0.2 0.3 -0.3
-0.1 -0.5 -0.2
-0.3 -0.1 -0.1
0.1 0.2 0.1
0.1 -0.1 0.0
-0.2 0.1 -0.5
0.0 -0.1 -0.3
0.5 -0.1 0.0
-0.2 0.3 0.3
0.0 0.3 0.3
0.1 0.0 -0.4
-0.1 -0.1 -0.1
-0.1 -0.1 0.3
0.2 0.4 0.0
0.6 -0.2 0.2
-0.3 0.4 0.2
-0.3 -0.3 0.1
0.1 0.0 0.0
-0.1 0.0 -0.1
-0.1 -0.1 0.2
0.1 -0.1 -0.4
0.2 0.4 -0.1



For reference, ΔE to the lowest compared entry with this formula, charge and spin by record: 76.53; 2.78; 11.30 kcal/mol.